{"formula": "C3H5NO", "method": "ωB97M-V/def2-TZVPD", "species": ["C", "H", "C", "O", "N", "C", "H", "H", "H", "H"], "coordinates": [[-0.5284, -1.0480, 0.6117], [1.5709, 0.7309, -0.2428], [0.7344, 0.7192, -0.8352], [-0.5697, -0.7868, 1.9412], [0.4682, -1.6687, 1.3363], [0.0589, 1.6862, -1.3743], [-1.3966, -1.4271, 0.1726], [0.4177, 2.7533, -1.4907], [0.1622, -2.5325, 1.7734], [-0.9177, 1.5734, -1.8921]], "forces_ev_per_angstrom": [[0.902, 1.526, -0.139], [2.043, -0.201, 1.132], [-2.598, -0.719, 0.517], [0.054, 1.366, -0.143], [0.830, -0.541, 0.882], [-0.932, 1.518, -1.456], [-1.094, -0.740, -1.060], [0.078, -1.256, 0.273], [0.139, -0.719, -0.621], [0.578, -0.233, 0.616]], "mulliken_charge": [0.1342, 0.3320, -0.4618, -0.2821, -0.4093, -0.2814, 0.2816, 0.2175, 0.2613, 0.2080], "spin_multiplicity": 1, "homo_energy_ev": [-8.8, -8.7], "orbital_gap_ha": [0.3322, 0.3233]}

{"formula": "C4H10O4", "method": "ωB97M-V/def2-TZVPD", "species": ["H", "H", "H", "H", "O", "C", "C", "H", "H", "O", "C", "O", "H", "C", "H", "O", "H", "H"], "coordinates": [[0.6846, -0.2014, -1.2593], [-2.0313, 1.1780, -1.3410], [-0.8137, -2.6077, -0.5413], [0.3932, -2.3771, -1.8117], [-2.3605, 1.8930, -1.8940], [0.1612, -2.1890, -0.7683], [0.9289, -0.3358, 0.8446], [-1.1812, 0.5214, 0.1287], [1.9857, -0.4166, 0.5990], [1.7570, 1.4966, 2.0430], [0.1581, -0.6946, -0.4298], [-1.2229, -0.2947, -0.3945], [0.9589, -2.7338, -0.2512], [0.6846, 1.0157, 1.4074], [1.6436, 2.4142, 2.3061], [-0.3375, 1.6498, 1.2887], [0.6877, -1.0786, 1.6148], [-2.0963, 2.7607, -1.5413]], "forces_ev_per_angstrom": [[-0.296, 0.328, 0.074], [0.190, 0.078, 0.026], [0.014, -0.131, 0.154], [-0.299, 0.221, -0.275], [-0.233, 0.821, -0.377], [0.717, -0.088, 0.216], [-0.090, -1.095, -0.122], [-0.427, 0.114, 0.290], [0.102, -0.143, 0.252], [0.546, -0.468, -0.015], [-0.376, -0.181, -0.899], [0.902, 0.124, 0.293], [-0.249, 0.072, 0.305], [-0.055, 0.709, -0.187], [-0.447, 0.250, 0.103], [-0.086, 0.108, 0.023], [0.121, 0.142, 0.087], [-0.033, -0.861, 0.053]], "mulliken_charge": [0.2032, 0.4378, 0.3330, 0.3173, -0.6734, -1.3273, -0.8079, 0.3716, 0.3604, -0.4365, 0.5770, -0.7188, 0.3608, 0.6604, 0.3624, -0.6314, 0.3096, 0.3019], "spin_multiplicity": 1, "homo_energy_ev": -10.5, "orbital_gap_ha": 0.4030}

{"formula": "C22H31N3O3", "method": "ωB97M-V/def2-TZVPD", "species": ["H", "H", "H", "C", "C", "C", "C", "C", "H", "H", "C", "H", "H", "H", "H", "C", "H", "C", "C", "C", "H", "C", "O", "H", "C", "H", "C", "H", "C", "C", "H", "N", "H", "N", "H", "H", "C", "H", "C", "H", "H", "C", "C", "H", "H", "H", "H", "O", "H", "H", "C", "H", "H", "O", "C", "H", "H", "N", "C"], "coordinates": [[-0.7291, -1.7699, -5.4779], [-1.0550, 3.3489, 0.6971], [-3.0283, -2.4727, -1.0511], [1.6148, 4.9206, -0.0576], [1.4383, 1.2246, 0.9327], [2.4089, 5.3170, 1.1808], [2.1805, 5.0869, 3.6618], [1.1175, 3.2048, 4.6872], [1.9655, 4.8447, 5.7740], [-3.5397, -3.4778, 1.5680], [1.3027, 3.3337, 2.2866], [0.7274, -1.9479, -3.4845], [-3.3442, -4.8409, -0.5647], [2.3238, 6.3901, 1.3650], [1.2264, -4.3413, -3.5600], [1.0041, 2.6960, 0.9464], [2.0264, 5.4127, -0.9399], [-0.8366, 1.2904, 0.6106], [-0.4614, -2.7455, -5.0796], [1.7748, 4.4188, 4.8003], [0.3860, -3.1247, -5.6449], [-2.4615, -3.5715, 1.6777], [2.5532, 0.7931, 1.0611], [0.5183, -3.9567, -1.9933], [-0.1047, -2.6457, -3.5985], [-2.1055, -2.7280, 2.2653], [0.2713, -0.9170, 0.4362], [0.7909, 2.6767, 5.5701], [1.9507, 4.5607, 2.3949], [-1.7935, -3.6131, 0.3044], [-2.1585, -2.7508, -2.9526], [-0.4277, 2.5661, 0.7533], [-0.4566, -4.7509, -3.2422], [-1.0724, -1.9039, -1.4026], [1.2899, -1.2924, 0.5717], [-2.3131, -1.4975, 0.2127], [-1.3087, -2.0777, -2.8322], [-2.2510, -4.4842, 2.2300], [-0.0901, -1.0477, -1.0534], [2.6857, 6.0385, 3.7479], [1.2092, 3.0888, -1.1556], [0.8831, 2.6706, 3.4357], [-2.1120, -2.3218, -0.4766], [-0.4116, -1.4302, 1.1095], [2.7300, 3.0916, -0.2538], [-0.7086, -3.6791, 0.4395], [0.3685, 1.7247, 3.3423], [0.5450, -0.3968, -1.8628], [-1.5646, -1.1050, -3.2692], [0.5749, 5.2375, 0.0510], [1.6857, 3.4099, -0.2274], [3.4679, 5.0965, 1.0125], [-1.9773, -5.7548, 0.0717], [-1.9533, 0.8729, 0.4276], [-2.2609, -4.8493, -0.4600], [-1.3021, -3.4215, -5.2277], [-1.8159, -4.8820, -1.4492], [0.3033, 0.4901, 0.7525], [0.3193, -4.0084, -3.0609]], "forces_ev_per_angstrom": [[-0.047, 0.102, -0.114], [-0.086, -0.104, 0.035], [0.023, 0.067, 0.014], [0.265, -0.112, 0.039], [0.077, 0.087, 0.062], [-0.098, 0.059, -0.178], [-0.016, -0.027, 0.104], [-0.085, -0.163, -0.015], [0.014, 0.041, 0.083], [-0.167, 0.017, 0.031], [0.098, 0.075, 0.139], [-0.119, -0.068, -0.026], [-0.142, 0.002, -0.025], [0.062, -0.024, 0.025], [0.095, -0.081, -0.032], [0.255, 0.142, -0.185], [-0.085, 0.025, -0.009], [0.074, 0.097, 0.126], [0.093, 0.112, 0.279], [0.058, 0.114, -0.008], [0.055, -0.046, -0.114], [0.226, -0.014, -0.196], [0.126, 0.061, -0.033], [0.033, -0.096, 0.140], [-0.107, -0.132, -0.055], [0.001, 0.114, 0.100], [-0.088, 0.133, -0.146], [-0.027, -0.049, 0.079], [-0.017, -0.085, 0.004], [-0.309, 0.010, 0.012], [-0.018, 0.009, 0.028], [0.026, 0.302, -0.066], [-0.084, -0.130, 0.009], [-0.107, -0.226, -0.326], [-0.156, -0.007, -0.021], [-0.029, -0.084, -0.079], [0.417, 0.172, -0.338], [-0.033, -0.089, 0.092], [-0.035, -0.058, 0.341], [0.046, 0.109, 0.007], [0.044, -0.083, 0.039], [0.063, 0.117, 0.078], [0.062, -0.119, 0.596], [0.077, -0.030, -0.035], [0.032, -0.001, -0.018], [-0.016, 0.070, -0.018], [-0.063, -0.120, 0.019], [0.162, 0.229, -0.039], [-0.074, -0.072, -0.009], [-0.068, 0.087, -0.044], [-0.047, 0.061, 0.008], [0.020, 0.066, -0.049], [0.003, -0.139, 0.006], [-0.344, -0.260, -0.150], [0.262, 0.147, 0.109], [-0.115, -0.099, -0.063], [0.017, -0.072, -0.165], [-0.201, -0.325, 0.021], [-0.001, 0.290, -0.071]], "mulliken_charge": [0.4034, 0.2836, 0.5586, -0.9144, -0.0006, -1.0827, -0.8396, -0.9594, 0.3929, 0.3532, -0.2106, 0.2811, 0.3876, 0.4646, 0.4416, 2.3151, 0.4124, 0.1370, -1.6494, -0.5641, 0.3970, -1.7267, -0.6975, 0.2998, 1.0387, 0.3800, -0.8783, 0.4016, 0.7630, 1.3936, 0.6460, 0.0198, 0.2439, 0.5618, 0.3878, 0.5248, -1.3707, 0.4208, 0.5130, 0.4360, 0.4202, -0.5478, -1.7680, 0.2901, 0.3879, 0.2050, 0.4151, -0.7476, 0.2753, 0.3630, -1.2706, 0.3737, 0.4301, -0.6778, -1.5264, 0.3586, 0.2017, 0.2827, -1.4301], "spin_multiplicity": 1, "homo_energy_ev": -9.2, "orbital_gap_ha": 0.3662}

{"formula": "C13H15IrN4S2", "method": "ωB97M-V/def2-TZVPD", "species": ["H", "H", "H", "C", "H", "C", "N", "C", "H", "N", "H", "H", "C", "C", "C", "S", "S", "N", "H", "H", "C", "H", "C", "C", "H", "H", "N", "C", "H", "C", "C", "Ir", "H", "C", "H"], "coordinates": [[-2.1149, -1.0776, 2.6753], [-0.4452, -2.0632, -0.5319], [1.3687, -0.7555, 0.9874], [-3.6882, 2.2385, -2.3927], [0.7846, -0.6234, 2.9080], [-1.8146, 3.2393, -0.8552], [-0.9098, 2.5742, -0.0311], [1.6548, 0.5723, -0.8937], [2.3927, 1.3167, -0.6133], [-2.4285, 1.0086, -0.9038], [-3.9247, 3.1484, -2.9390], [-0.5220, -0.9132, -3.0314], [1.1223, -0.5005, -0.0696], [1.1288, 0.4610, -2.2552], [-0.2207, -0.6264, 3.4071], [0.0232, 4.9616, -0.0993], [-4.3958, 0.5839, -2.5324], [-3.0694, -1.2754, -0.7901], [-2.0824, 5.1816, -1.6890], [1.4004, 1.0848, -3.1425], [0.1383, -1.1866, -0.8776], [1.6995, 3.3477, 1.7905], [0.0335, 3.3163, 0.5835], [-1.4644, 4.5537, -1.0593], [-2.4256, -1.4056, -0.0456], [-3.8442, -1.8974, -0.9379], [0.8987, 2.7931, 1.4993], [-2.7532, 2.2852, -1.3848], [0.6387, 1.9077, 1.9385], [-1.1270, -1.5493, 2.9679], [0.1544, -0.6221, -2.2170], [-0.4123, 0.8903, -0.8988], [-0.6250, 0.4145, 3.4578], [-3.2071, -0.0153, -1.2642], [-0.7646, -2.2215, 2.1149]], "forces_ev_per_angstrom": [[0.757, -0.927, 0.530], [0.437, 0.860, -0.416], [-0.239, 0.451, -1.159], [0.794, -0.204, 1.750], [-0.676, -0.089, 0.855], [1.493, 2.537, 0.303], [1.649, 0.958, 1.843], [0.958, -0.731, -0.384], [-0.118, -0.260, 0.127], [-0.774, -2.066, 0.169], [-0.655, -0.645, -0.226], [0.545, 0.010, 0.406], [0.599, -0.995, -0.396], [0.651, -0.727, -0.386], [4.936, 5.705, 1.244], [-1.439, -1.063, -0.011], [1.631, 0.687, 1.393], [-0.812, 1.680, -1.555], [0.669, 0.600, 0.169], [-0.285, -0.671, 1.096], [1.392, -0.899, 0.197], [-0.342, -0.366, 0.237], [0.190, 0.852, -0.643], [-0.149, -1.824, 0.833], [0.174, -0.251, 0.770], [0.077, -0.422, 0.125], [-1.211, 0.971, -1.440], [-1.571, -1.425, -2.263], [0.342, 0.460, -0.048], [-4.973, -4.377, -4.384], [0.500, -0.525, -0.426], [-3.496, 1.278, 1.071], [0.500, -0.676, 0.449], [-0.991, 1.652, -1.177], [-0.564, 0.445, 1.347]], "mulliken_spin": [0.0423, -0.0052, 0.0471, -0.0032, 0.0178, -0.0085, 0.0473, -0.0586, -0.0032, 0.0169, -0.0002, 0.0059, 0.2880, 0.1249, 0.8920, -0.0010, 0.0080, 0.0068, 0.0020, 0.0194, -0.0210, -0.0030, 0.0425, 0.0529, 0.0060, -0.0015, 0.0505, -0.0169, 0.0126, 0.9076, 0.0605, 1.3633, 0.0243, 0.0268, 0.0570], "spin_multiplicity": 5, "homo_energy_ev": [-12.6, -15.0], "total_charge": 2, "orbital_gap_ha": [0.2125, 0.1879]}